Record 1
DFT (ωB97M-V with the def2-TZVPD basis set) results for a gas-phase ion, C11H20N7OS (charge +1) in a non-equilibrium geometry.

CARTESIAN COORDINATES (ANGSTROEM)
N: 2.721552 -2.390643 1.482205
C: 2.988283 -0.928997 1.194425
C: 1.681248 -0.268374 0.386844
C: 1.874688 -0.686522 -1.185892
C: 0.653443 -0.246349 -2.183587
C: -0.750023 0.152604 -1.455374
N: -1.465126 -0.943233 -0.718997
C: -1.331814 -2.442712 -0.660194
N: -0.402279 -3.183280 -1.344878
N: -2.364550 -3.147277 0.244352
C: -3.184945 -1.951579 0.730591
N: -2.576461 -0.711037 0.112211
C: -3.250584 0.625501 0.466220
C: -2.204987 1.347974 1.550263
S: -2.091029 3.190508 1.236558
C: -0.368689 3.619709 0.559048
N: 0.127496 3.655009 -0.873470
N: 1.464801 4.087144 -0.724067
C: 1.801529 4.277836 0.759034
O: 0.624442 3.987262 1.602181
H: 1.705373 -2.612774 1.566922
H: 3.026664 -2.902050 0.603353
H: 3.291029 -0.304230 2.148723
H: 3.890851 -0.906921 0.413392
H: 1.663275 0.886099 0.583816
H: 0.703938 -0.723523 0.875870
H: 2.855181 -0.123643 -1.569528
H: 2.094385 -1.832616 -1.269660
H: 1.006675 0.657765 -2.836897
H: 0.404478 -1.140590 -2.935040
H: -0.522012 1.051516 -0.706509
H: -1.468266 0.620299 -2.284090
H: 0.288363 -3.732742 -0.749444
H: -0.283577 -3.238885 -2.380437
H: -4.096195 -1.984030 1.466329
H: -4.228197 0.400259 1.078626
H: -3.473140 1.291446 -0.470660
H: -2.516493 1.058739 2.663838
H: -1.126030 0.862375 1.406565
H: 2.836702 4.629961 1.217356

Cartesian forces (eV/Å) of the 2 atoms listed first:
0.19 0.14 -1.80
-0.34 0.57 -1.19

Results
SMILES: NCCCCCn1c(N)nc[n+]1CCSc1nnco1
Total charge: +1
ΔE to the lowest compared entry with this formula, charge and spin: 237.5 kcal/mol
Highest occupied orbital energy: -12.09 eV
LUMO energy: -0.14725 Ha

Record 2
DFT (ωB97M-V with the def2-TZVPD basis set) results for 11 unconnected molecules or ions with the total composition C38H102N4O22 in a non-equilibrium geometry.

CARTESIAN COORDINATES (ANGSTROEM)
C: -0.432014 -4.291214 1.156264
O: 0.598693 -5.129881 0.694310
C: 0.281067 -6.212841 -0.163201
C: -0.687924 -7.235861 0.422442
N: -0.146002 -7.804828 1.667163
C: -1.111561 -8.750464 2.209292
C: -0.608960 -9.414893 3.471963
O: -0.643422 -8.392440 4.476014
C: -0.513343 -8.924582 5.777561
H: -0.221778 -3.797970 2.103437
H: -1.400219 -4.795557 1.182329
H: -0.523506 -3.470762 0.429119
H: 1.196630 -6.741174 -0.422995
H: -0.166006 -5.767266 -1.054061
H: -0.679308 -8.094734 -0.252850
H: -1.662951 -6.738526 0.475090
H: -0.096482 -7.008175 2.298601
H: -1.388925 -9.486311 1.449875
H: -2.072676 -8.295188 2.486982
H: 0.370968 -9.898445 3.458049
H: -1.315553 -10.191913 3.793661
H: -1.438012 -9.424027 6.083873
H: -0.356656 -8.123833 6.499550
H: 0.342280 -9.600977 5.848600
C: -1.713098 -0.491351 0.549087
O: -0.597826 -0.507165 -0.317139
C: -0.220638 0.792499 -0.694942
C: 0.991136 0.865937 -1.600067
N: 2.088553 0.204211 -0.850603
C: 3.234596 -0.228318 -1.682103
C: 3.017259 -1.378172 -2.625410
O: 2.870720 -2.654373 -2.013365
C: 1.552015 -3.010516 -1.641112
H: -1.751845 -1.495911 0.981062
H: -2.642462 -0.297360 0.009110
H: -1.655328 0.130625 1.448256
H: -0.031087 1.510721 0.107034
H: -1.061631 1.256952 -1.217145
H: 1.263818 1.889762 -1.833630
H: 0.731318 0.342743 -2.529277
H: 1.666788 -0.636415 -0.474847
H: 4.087789 -0.478244 -1.048848
H: 3.564310 0.642079 -2.255780
H: 3.948553 -1.505140 -3.184699
H: 2.190255 -1.128712 -3.301243
H: 1.064536 -2.256186 -1.021737
H: 1.644280 -3.985971 -1.173719
H: 0.850600 -3.091194 -2.484697
C: 0.913301 9.762133 0.375452
O: 0.487849 8.596819 1.052338
C: 0.931120 7.453118 0.333416
C: 0.477059 6.240923 1.145185
N: 1.344029 5.929086 2.289275
C: 2.627691 5.338123 1.907369
C: 3.532292 5.244907 3.109684
O: 3.797877 6.517747 3.685114
C: 5.168190 6.883537 3.611803
H: 0.741001 9.669580 -0.701468
H: 1.998484 9.910153 0.468638
H: 0.455813 10.660682 0.785209
H: 2.021304 7.488222 0.276090
H: 0.492151 7.340087 -0.662651
H: 0.463604 5.325799 0.549365
H: -0.556768 6.355817 1.474224
H: 1.470150 6.731501 2.893565
H: 3.151267 5.915797 1.128803
H: 2.516043 4.391551 1.381849
H: 4.460818 4.758426 2.807670
H: 3.044450 4.650368 3.889233
H: 5.322631 7.803947 4.169633
H: 5.546816 6.921021 2.589522
H: 5.724110 6.120693 4.170669
C: -4.196841 1.300211 -5.994547
O: -4.656153 1.385675 -4.673516
C: -3.845035 0.661389 -3.779730
C: -4.293801 0.889343 -2.331051
N: -4.799673 2.230081 -2.137410
C: -5.169639 2.557036 -0.763099
C: -5.775924 3.930858 -0.621182
O: -7.108879 3.941383 -1.079554
C: -7.743272 5.187911 -0.875634
H: -4.513562 0.347567 -6.439423
H: -3.103473 1.304675 -6.088694
H: -4.578563 2.129411 -6.587342
H: -2.783514 0.902153 -3.904217
H: -3.951222 -0.416168 -3.964256
H: -3.410879 0.669001 -1.727535
H: -5.057548 0.129582 -2.114473
H: -5.674613 2.258571 -2.655983
H: -4.262193 2.444172 -0.153000
H: -5.751186 1.771370 -0.251917
H: -5.131853 4.713699 -1.031930
H: -5.792945 4.113884 0.463099
H: -8.809852 5.068716 -1.061409
H: -7.345721 5.963432 -1.532124
H: -7.673487 5.458414 0.183415
O: -2.810184 4.720762 1.492254
C: -3.695323 5.216365 2.473369
C: -2.928603 5.701347 3.704781
O: -2.167088 4.645327 4.251692
H: -3.300378 4.429278 0.719968
H: -4.289516 6.064029 2.109881
H: -4.414718 4.480365 2.846582
H: -3.567538 6.055883 4.509862
H: -2.275055 6.516653 3.365918
H: -1.501047 4.294274 3.631806
O: 0.261392 -6.973899 -3.345115
C: -0.974852 -6.639710 -3.985290
C: -1.657671 -5.448778 -3.372954
O: -2.304575 -5.695149 -2.121098
H: 0.528184 -7.838786 -3.669648
H: -0.672693 -6.271047 -4.978582
H: -1.590579 -7.515320 -4.201519
H: -2.434398 -5.057935 -4.040040
H: -0.970287 -4.608601 -3.267594
H: -3.089371 -6.213570 -2.320284
O: -0.188717 3.659924 -2.258835
C: -1.257275 3.068834 -2.968512
C: -2.165554 3.944005 -3.838208
O: -3.162553 4.586341 -3.076330
H: 0.464113 4.057197 -2.841308
H: -0.794529 2.375656 -3.691242
H: -1.829375 2.452394 -2.282796
H: -2.653597 3.277176 -4.555970
H: -1.539342 4.665306 -4.362795
H: -3.730143 3.926090 -2.642839
O: 4.446276 -4.872105 -2.692155
C: 3.497822 -5.838542 -2.284668
C: 4.063217 -7.215472 -2.279102
O: 4.253838 -7.805996 -3.566610
H: 4.032017 -4.000414 -2.589159
H: 3.199760 -5.610513 -1.246734
H: 2.550796 -5.727444 -2.827222
H: 3.397172 -7.926515 -1.787397
H: 5.025564 -7.253557 -1.756969
H: 4.702451 -7.179601 -4.144169
O: 5.536286 0.394900 0.565872
C: 5.105268 1.117990 1.697003
C: 3.612819 1.435342 1.681909
O: 3.123997 2.289563 0.667854
H: 5.090131 -0.473125 0.606324
H: 5.203739 0.545553 2.629169
H: 5.742049 2.001988 1.727926
H: 3.466704 1.919101 2.656775
H: 2.987085 0.537968 1.676999
H: 2.726015 1.693189 -0.003917
O: 0.433504 -0.092124 2.813737
C: -0.095093 1.175169 3.205856
C: 0.792991 2.344750 2.877166
O: 0.088687 3.539383 3.205148
H: -0.166340 -0.755948 3.165101
H: -1.089129 1.369539 2.778666
H: -0.336369 1.116175 4.274244
H: 0.953261 2.344669 1.792591
H: 1.744128 2.270465 3.409406
H: 0.594870 4.342902 2.918573
O: 2.851994 -1.590865 2.537891
C: 2.558824 -2.071791 1.223393
C: 3.669037 -2.958487 0.738708
O: 4.822317 -2.141409 0.500737
H: 2.207391 -0.892838 2.745364
H: 1.614005 -2.621538 1.274583
H: 2.437496 -1.239001 0.523515
H: 3.410482 -3.416289 -0.223296
H: 3.866196 -3.829155 1.370080
H: 5.471609 -2.651376 0.007923

Cartesian forces (eV/Å) of the 2 atoms listed first:
-0.50 0.32 -1.49
1.11 -0.30 1.45

Results
SMILES: COCCNCCOC.COCCNCCOC.COCCNCCOC.COCCNCCOC.OCCO.OCCO.OCCO.OCCO.OCCO.OCCO.OCCO
Total charge: 0
ΔE to the lowest compared entry with this formula, charge and spin: 0.0 kcal/mol
Highest occupied orbital energy: -8.72 eV
LUMO energy: 0.00338 Ha

| no. | frontier orbital gap (eV) |
| --- | --- |
| 1 | 8.1 |
| 2 | 8.8 |